The following is a DFT calculation (ωB97M-V with the def2-TZVPD basis set) of a molecular structure, C20H34N9PRuS.

## Properties
* total energy: -2109.14668 hartree

ORCA input file:
```
! wB97M-V def2-TZVPD RIJCOSX def2/J DEFGRID3
* xyz 2 1
Ru -0.50 -0.65 0.14
C -0.21 6.58 1.07
C -0.89 5.36 0.45
C 0.05 4.21 0.27
N -0.16 2.92 0.38
N 0.93 2.09 0.19
C 1.99 2.80 -0.07
N 3.20 2.29 -0.29
S 1.69 4.52 -0.12
H -0.94 7.37 1.20
H 0.58 6.97 0.44
H 0.21 6.35 2.05
H -1.29 5.61 -0.54
H -1.74 5.05 1.06
H 3.42 1.37 0.09
H 3.99 2.91 -0.37
N 3.87 -0.04 1.61
C 2.99 -0.25 2.34
N 2.00 -0.55 3.18
C 0.87 -0.32 2.64
N -0.16 -0.12 2.10
C -3.41 2.96 -0.47
C -2.69 2.95 0.64
C -1.42 2.14 0.73
C -1.42 0.94 -0.22
C -2.01 1.25 -1.51
C -2.97 2.19 -1.64
H -4.33 3.52 -0.54
H -3.02 3.47 1.53
H -1.24 1.81 1.75
H -1.78 0.61 -2.36
H -3.47 2.34 -2.58
C -3.94 -1.02 0.56
P -2.34 -1.85 0.70
C -2.26 -2.48 2.38
C -2.48 -3.31 -0.36
H -4.74 -1.69 0.86
H -4.10 -0.71 -0.47
H -3.94 -0.14 1.20
H -1.40 -3.14 2.49
H -3.17 -3.04 2.59
H -2.16 -1.66 3.09
H -3.32 -3.93 -0.04
H -1.56 -3.90 -0.29
H -2.62 -3.01 -1.39
C 0.74 -0.95 -2.08
N 1.52 -2.14 -1.92
C 1.50 -3.08 -3.04
C 1.80 -2.55 -0.64
N 1.05 -2.07 0.33
N 2.81 -3.41 -0.45
C 3.99 -3.45 -1.32
C 2.99 -4.03 0.86
H 0.73 -0.66 -3.13
H 1.17 -0.11 -1.52
H -0.37 -1.07 -1.84
H 0.46 -3.28 -3.35
H 1.95 -4.02 -2.75
H 2.04 -2.68 -3.90
H 1.44 -2.27 1.25
H 3.90 -2.73 -2.13
H 4.14 -4.45 -1.73
H 4.87 -3.18 -0.72
H 3.46 -3.34 1.57
H 3.63 -4.90 0.74
H 2.03 -4.37 1.25
*
```


The following is a DFT calculation (ωB97M-V with the def2-TZVPD basis set) of a molecular structure, C32H29Cl4N10O2SV.

## Properties
* total energy: -5118.03055 hartree

ORCA input file:
```
! wB97M-V def2-TZVPD RIJCOSX def2/J DEFGRID3
* xyz -1 4
V -0.30 0.34 -0.33
C 2.79 3.21 -5.13
C 2.29 3.02 -3.72
C 1.32 3.85 -3.17
C 0.80 3.63 -1.90
C 1.25 2.57 -1.10
N 0.71 2.20 0.11
C 0.38 3.11 1.06
C 0.86 4.44 1.06
C 0.57 5.35 2.06
C -0.21 5.00 3.15
C -0.50 5.96 4.27
C -0.67 3.69 3.20
C -0.41 2.76 2.19
N -0.95 1.46 2.38
C -2.08 1.16 3.05
C -2.18 -0.21 3.13
C -1.05 -0.68 2.44
N -0.31 0.33 1.99
C 2.24 1.75 -1.66
C 2.74 1.95 -2.94
N 2.71 0.62 -0.92
C 3.98 0.24 -0.75
C 3.97 -0.92 -0.01
C 2.61 -1.17 0.23
N 1.85 -0.24 -0.32
H 2.61 4.22 -5.47
H 3.86 3.01 -5.21
H 2.27 2.53 -5.82
H 0.93 4.66 -3.77
H 0.00 4.26 -1.53
H 1.50 4.75 0.25
H 0.97 6.35 1.98
H -0.52 6.99 3.91
H -1.47 5.76 4.73
H 0.25 5.91 5.06
H -1.23 3.36 4.06
H -2.75 1.93 3.38
H -2.98 -0.79 3.55
H -0.77 -1.68 2.18
H 3.46 1.25 -3.34
H 4.79 0.83 -1.14
H 4.81 -1.50 0.33
H 2.13 -1.98 0.76
Cl -6.61 -2.34 0.19
C -5.28 -1.22 0.03
C -5.52 0.14 0.01
Cl -7.14 0.75 0.14
C -4.44 1.02 -0.12
Cl -4.69 2.74 -0.12
C -3.12 0.57 -0.24
O -2.09 1.36 -0.33
C -2.88 -0.85 -0.23
O -1.65 -1.26 -0.32
C -3.97 -1.71 -0.09
Cl -3.64 -3.41 -0.03
C 2.77 -6.78 -0.57
N 1.89 -5.67 -0.88
C 1.38 -4.81 0.04
N 1.90 -4.91 1.30
S 0.26 -3.66 -0.36
H 3.11 -7.22 -1.51
H 2.27 -7.57 0.01
H 3.65 -6.44 -0.03
H 1.42 -5.64 -1.76
H 2.27 -5.80 1.61
H 1.39 -4.38 1.99
N -2.04 1.75 -5.24
C -1.22 0.89 -4.52
C -1.12 1.02 -3.13
N -0.32 0.23 -2.43
C 0.39 -0.69 -3.10
C 0.28 -0.80 -4.47
N -0.53 -0.01 -5.19
H -2.84 2.10 -4.73
H -2.28 1.40 -6.15
H -1.69 1.74 -2.56
H 1.03 -1.35 -2.52
H 0.85 -1.55 -5.00
*
```


The following is a DFT calculation (ωB97M-V with the def2-TZVPD basis set) of a molecular structure, C24H45F9O20SV2.

## Properties
* total energy: -5631.34342 hartree

ORCA input file:
```
! wB97M-V def2-TZVPD RIJCOSX def2/J DEFGRID3
* xyz 0 1
O -1.49 -2.76 -3.10
V -1.68 -1.68 -1.93
O -2.42 -2.39 -0.72
O 1.39 2.07 1.64
V 2.30 1.02 0.83
O 3.36 0.55 1.90
S 0.23 -0.33 -0.44
O -1.14 0.11 -0.73
O 0.57 -0.40 0.98
O 0.28 -1.64 -1.11
O 1.25 0.61 -0.94
C 0.18 -0.07 -4.20
O -1.01 -0.14 -3.46
C -2.07 0.48 -4.18
C -3.31 0.35 -3.33
O -3.59 -1.00 -2.97
C -4.33 -1.68 -3.96
H 0.50 0.94 -4.47
H 0.07 -0.64 -5.13
H 1.03 -0.47 -3.64
H -2.27 0.03 -5.16
H -1.82 1.52 -4.38
H -4.19 0.85 -3.74
H -3.09 0.92 -2.41
H -3.83 -1.69 -4.93
H -5.27 -1.14 -4.13
H -4.59 -2.68 -3.64
C 4.25 -4.93 3.16
O 3.38 -4.85 2.08
C 2.62 -3.64 2.13
C 1.52 -3.71 1.09
O 0.67 -4.79 1.39
C -0.12 -5.15 0.27
H 3.76 -4.88 4.15
H 4.98 -4.11 3.18
H 4.78 -5.88 3.13
H 3.24 -2.74 2.06
H 2.18 -3.63 3.13
H 1.98 -3.78 0.09
H 0.94 -2.78 1.08
H -0.83 -4.37 -0.01
H -0.71 -6.02 0.55
H 0.48 -5.39 -0.61
C 3.92 -0.96 -1.26
O 3.99 0.34 -0.72
C 3.97 1.36 -1.73
C 4.16 2.74 -1.11
O 3.25 2.90 -0.01
C 3.55 4.01 0.83
H 2.95 -1.14 -1.74
H 3.96 -1.65 -0.41
H 4.69 -1.22 -1.99
H 3.05 1.37 -2.32
H 4.79 1.08 -2.40
H 3.79 3.46 -1.85
H 5.19 2.96 -0.83
H 4.54 3.82 1.24
H 2.83 4.06 1.65
H 3.50 4.97 0.30
C 0.31 0.82 4.63
C 0.69 -0.60 4.31
O 2.11 -0.79 4.33
C 2.78 -0.68 5.45
O 2.31 -0.51 6.53
C 4.29 -0.95 5.27
F 4.97 0.16 5.57
F 4.67 -1.87 6.15
F 4.60 -1.35 4.05
H 0.88 1.51 4.00
H 0.55 1.13 5.64
H -0.74 0.98 4.35
H 0.31 -0.83 3.31
H 0.22 -1.32 4.99
C 0.21 3.94 -1.46
C -1.02 3.07 -1.22
O -2.26 3.79 -1.23
C -2.78 4.10 -2.39
O -2.30 3.88 -3.47
C -4.15 4.82 -2.27
F -4.59 4.94 -1.02
F -4.03 6.03 -2.82
F -5.06 4.14 -2.98
H 0.97 3.20 -1.74
H 0.72 4.45 -0.64
H 0.16 4.65 -2.28
H -0.94 2.53 -0.28
H -1.04 2.31 -2.00
C -2.59 1.03 1.65
C -3.74 1.09 0.66
O -4.55 -0.06 0.91
C -5.58 -0.30 0.10
O -5.97 0.42 -0.75
C -6.16 -1.72 0.33
F -5.60 -2.48 -0.61
F -5.92 -2.16 1.54
F -7.47 -1.69 0.07
H -2.93 1.22 2.66
H -1.81 1.74 1.38
H -2.10 0.05 1.65
H -3.33 1.18 -0.35
H -4.40 1.95 0.79
*
```


The following is a DFT calculation (ωB97M-V with the def2-TZVPD basis set) of a molecular structure, C35H57Cl7I2N2O4PS.

## Properties
* total energy: -6334.32005 hartree

ORCA input file:
```
! wB97M-V def2-TZVPD RIJCOSX def2/J DEFGRID3
* xyz 1 1
C 0.99 -1.86 -2.95
C -0.12 -1.10 -2.27
O 0.24 -0.49 -0.99
C 1.36 0.14 -0.82
N 1.82 1.14 -1.49
C 1.16 1.81 -2.62
C -0.23 2.30 -2.21
C -0.66 3.60 -2.87
C -1.90 4.17 -2.17
C -3.14 3.27 -2.33
C -3.44 2.45 -1.07
C -4.42 1.32 -1.34
C -3.77 0.15 -2.09
C -4.35 -1.26 -1.77
C -5.83 -1.31 -1.35
C -5.97 -1.67 0.15
C -6.67 -0.62 1.02
N -5.74 0.28 1.69
C -5.93 1.64 1.81
C -4.87 2.19 2.50
C -4.00 1.12 2.83
C -4.57 -0.04 2.32
C 3.13 1.54 -0.91
C 3.73 2.90 -1.26
C 5.02 2.78 -2.03
O 5.07 2.39 -3.15
O 6.11 3.16 -1.33
C 3.14 1.03 0.58
C 2.50 2.06 1.53
C 3.18 2.23 2.87
O 4.13 2.88 3.06
Cl 2.38 1.40 4.21
P 4.94 0.74 0.94
S 5.25 -0.45 2.43
C 2.21 -0.24 0.36
C 2.79 -1.62 0.40
I 4.19 -2.15 -1.09
C 2.46 -2.47 1.37
C 1.50 -2.13 2.47
I 3.28 -4.39 1.55
H 1.80 -1.22 -3.31
H 1.36 -2.64 -2.28
H 0.56 -2.35 -3.82
H -0.54 -0.35 -2.94
H -0.94 -1.78 -2.05
H 1.08 1.05 -3.40
H 1.79 2.60 -3.01
H -0.99 1.56 -2.42
H -0.24 2.44 -1.13
H 0.14 4.34 -2.88
H -0.91 3.42 -3.92
H -1.68 4.24 -1.10
H -2.11 5.15 -2.58
H -4.00 3.88 -2.58
H -2.97 2.61 -3.18
H -2.49 2.06 -0.69
H -3.88 3.15 -0.35
H -4.94 1.01 -0.44
H -5.18 1.75 -2.00
H -3.76 0.31 -3.17
H -2.72 0.14 -1.79
H -4.24 -1.84 -2.69
H -3.69 -1.73 -1.04
H -6.28 -2.11 -1.92
H -6.38 -0.41 -1.61
H -5.00 -1.91 0.57
H -6.56 -2.58 0.24
H -7.21 -1.15 1.80
H -7.41 -0.04 0.48
H -6.82 2.06 1.38
H -4.76 3.23 2.75
H -3.07 1.18 3.37
H -4.20 -1.04 2.39
H 3.81 0.84 -1.40
H 3.94 3.44 -0.34
H 3.06 3.55 -1.82
H 6.62 3.80 -1.86
H 2.45 3.04 1.07
H 1.47 1.77 1.74
H 5.45 2.04 1.10
H 5.55 0.29 -0.24
H 1.49 -0.14 1.17
H 1.90 -1.26 3.00
H 0.52 -1.85 2.10
H 1.44 -2.92 3.21
Cl 8.44 -1.83 1.87
C 8.84 -0.31 2.70
C 10.27 -0.27 3.16
Cl 10.57 -1.45 4.47
H 8.15 -0.20 3.54
H 8.66 0.50 2.00
H 10.51 0.71 3.56
H 10.96 -0.50 2.35
Cl 6.34 -5.79 5.05
C 7.18 -4.37 4.37
C 6.89 -3.11 5.15
Cl 5.19 -2.59 4.97
H 6.87 -4.27 3.33
H 8.24 -4.58 4.40
H 7.52 -2.31 4.77
H 7.09 -3.24 6.21
Cl -8.88 -3.19 -4.57
C -9.70 -4.29 -3.43
C -10.04 -3.60 -2.13
Cl -8.57 -3.18 -1.20
H -9.05 -5.14 -3.26
H -10.62 -4.63 -3.90
H -10.64 -4.26 -1.50
H -10.59 -2.68 -2.30
*
```


The following is a DFT calculation (ωB97M-V with the def2-TZVPD basis set) of 2 unconnected molecules or ions with the total composition C5H8O.

## Properties
* total energy: -270.36314 hartree

ORCA input file:
```
! wB97M-V def2-TZVPD RIJCOSX def2/J DEFGRID3
* xyz 0 1
C 2.41 0.91 0.34
C -0.69 0.19 -0.76
C -0.81 -1.34 -0.79
C -2.00 -0.75 -0.18
O -1.79 -0.52 1.20
C -1.22 0.55 0.47
H 2.12 0.31 1.20
H 2.59 1.94 0.64
H 3.33 0.50 -0.09
H 1.59 0.86 -0.38
H -0.24 -1.91 -0.05
H -0.81 -1.77 -1.78
H -2.97 -0.51 -0.61
H -1.51 1.55 0.79
*
```


The following is a DFT calculation (ωB97M-V with the def2-TZVPD basis set) of 9 unconnected molecules or ions with the total composition C30H60O30S3.

## Properties
* SMILES string: O=S1(=O)OCCO1.O=S1(=O)OCCO1.O=S1(=O)OCCO1.CCOC(=O)OC.CCOC(=O)OC.CCOC(=O)OC.CCOC(=O)OC.CCOC(=O)OC.CCOC(=O)OC
* total energy: -4630.63802 hartree

ORCA input file:
```
! wB97M-V def2-TZVPD RIJCOSX def2/J DEFGRID3
* xyz 0 1
O 7.13 -37.68 18.60
S 6.31 -36.85 17.71
O 5.09 -36.27 18.20
O 7.25 -35.73 16.98
C 6.92 -35.62 15.61
C 6.63 -37.04 15.16
O 5.99 -37.65 16.28
H 6.00 -35.04 15.55
H 7.63 -35.00 15.05
H 7.61 -37.49 15.00
H 5.94 -37.12 14.31
O 12.39 -33.82 1.49
S 12.82 -34.03 0.12
O 13.87 -35.07 -0.16
O 11.49 -34.07 -0.86
C 11.22 -32.76 -1.38
C 12.59 -32.17 -1.61
O 13.21 -32.50 -0.41
H 10.66 -32.89 -2.30
H 10.54 -32.26 -0.69
H 12.51 -31.10 -1.78
H 13.14 -32.58 -2.46
O 9.42 -35.15 10.23
S 9.65 -35.01 8.80
O 8.64 -34.48 7.82
O 11.10 -34.33 8.44
C 12.13 -35.32 8.25
C 11.36 -36.40 7.47
O 10.10 -36.47 8.13
H 12.92 -34.97 7.58
H 12.47 -35.59 9.25
H 11.82 -37.39 7.40
H 11.20 -36.06 6.45
C 5.25 -30.65 17.36
C 5.33 -29.75 16.13
O 5.13 -30.64 15.09
C 5.45 -30.24 13.85
O 6.05 -29.21 13.49
O 5.05 -31.18 13.02
C 5.23 -31.08 11.60
H 5.33 -30.12 18.32
H 6.09 -31.34 17.46
H 4.36 -31.28 17.37
H 6.31 -29.27 16.14
H 4.51 -29.03 16.19
H 5.02 -32.00 11.06
H 6.14 -30.63 11.18
H 4.45 -30.38 11.29
C 6.73 -34.05 3.08
C 5.42 -34.81 3.37
O 5.69 -36.11 3.87
C 4.69 -37.01 3.84
O 3.59 -36.84 3.33
O 5.13 -38.09 4.42
C 4.39 -39.28 4.49
H 6.61 -33.21 2.41
H 7.47 -34.72 2.63
H 7.32 -33.66 3.91
H 4.84 -34.83 2.45
H 4.78 -34.34 4.12
H 4.77 -39.96 3.73
H 3.32 -39.17 4.60
H 4.60 -39.81 5.42
C 11.41 -29.72 15.95
C 11.26 -29.90 14.48
O 12.58 -29.73 13.85
C 13.08 -30.76 13.08
O 12.52 -31.90 12.91
O 14.25 -30.43 12.51
C 14.96 -31.40 11.75
H 10.46 -29.47 16.43
H 12.08 -28.89 16.21
H 11.69 -30.63 16.49
H 10.61 -29.14 14.05
H 10.65 -30.77 14.21
H 14.56 -31.96 10.91
H 15.27 -32.14 12.49
H 15.80 -30.88 11.29
C 19.13 -33.43 6.32
C 20.26 -34.31 5.74
O 20.36 -35.51 6.43
C 21.39 -36.36 6.28
O 22.40 -36.11 5.57
O 21.20 -37.32 7.21
C 22.17 -38.29 7.43
H 18.69 -32.74 5.60
H 19.52 -32.75 7.08
H 18.38 -34.08 6.78
H 21.21 -33.80 5.61
H 19.78 -34.74 4.85
H 22.22 -38.83 6.49
H 21.73 -38.94 8.19
H 23.19 -37.96 7.62
C 10.54 -40.23 2.78
C 9.30 -40.08 3.68
O 9.33 -40.99 4.79
C 8.71 -42.17 4.65
O 8.67 -42.88 3.68
O 8.33 -42.57 5.85
C 7.79 -43.87 6.09
H 10.60 -41.26 2.42
H 11.53 -40.01 3.18
H 10.45 -39.63 1.88
H 8.40 -40.33 3.12
H 9.23 -39.07 4.08
H 7.58 -44.46 5.20
H 6.91 -43.89 6.73
H 8.50 -44.52 6.60
C 12.97 -38.18 14.42
C 13.82 -38.11 13.15
O 14.71 -39.18 13.01
C 15.46 -39.20 11.90
O 15.48 -38.32 11.04
O 16.39 -40.20 12.20
C 17.59 -40.26 11.50
H 12.15 -38.88 14.27
H 12.48 -37.23 14.65
H 13.48 -38.51 15.33
H 14.42 -37.20 13.20
H 13.10 -38.07 12.34
H 18.31 -40.35 12.32
H 17.79 -39.39 10.89
H 17.50 -41.21 10.98
*
```


The following is a DFT calculation (ωB97M-V with the def2-TZVPD basis set) of a molecular structure, HgI2.

## Properties
* total energy: -748.50274 hartree

ORCA input file:
```
! wB97M-V def2-TZVPD RIJCOSX def2/J DEFGRID3
* xyz 1 2
Hg -0.63 -0.39 -0.47
I -0.78 -0.30 2.36
I 1.41 0.69 -1.89
*
```